Density functional theory data (ωB97M-V with the def2-TZVPD basis set) for a molecular structure, C26H12Cl5F12NO2Ti.

XYZ file:
```
59
Properties=species:S:1:pos:R:3:mulliken_spin:R:1
Ti 1.320 -1.398 -1.322 1.040
C -4.462 -1.675 2.905 -0.001
C -3.142 -1.300 2.285 0.010
C -2.572 -0.041 2.444 -0.002
C -1.397 0.291 1.811 0.013
C -0.701 -0.580 0.927 -0.024
N 0.380 -0.160 0.210 0.008
C 0.653 1.202 0.117 -0.029
C -0.353 2.150 -0.124 -0.015
C -0.085 3.500 -0.234 0.001
C 1.214 3.977 -0.121 0.001
C 1.533 5.445 -0.247 0.000
C 2.232 3.046 0.044 0.005
C 1.987 1.681 0.139 0.007
C 3.097 0.622 0.032 0.017
O 2.830 -0.214 -1.027 0.012
C 3.306 -0.179 1.374 0.001
F 3.687 -1.435 1.134 0.001
F 2.231 -0.226 2.163 0.001
F 4.279 0.381 2.145 0.000
C 4.477 1.238 -0.350 0.000
F 4.969 2.166 0.511 0.000
F 5.416 0.280 -0.433 0.000
F 4.416 1.837 -1.544 0.000
C -1.189 -1.930 0.933 0.050
C -2.395 -2.222 1.570 -0.010
C -0.293 -3.119 0.537 -0.004
O 0.870 -2.812 -0.094 0.001
C 0.129 -3.825 1.869 -0.002
F 1.124 -4.706 1.697 0.000
F 0.556 -2.926 2.766 0.000
F -0.887 -4.512 2.452 0.000
C -0.983 -4.183 -0.384 0.000
F -2.197 -4.635 0.011 0.000
F -0.216 -5.281 -0.502 0.000
F -1.147 -3.685 -1.609 0.014
H -4.803 -0.896 3.591 0.000
H -5.240 -1.811 2.148 0.001
H -4.388 -2.609 3.468 0.000
H -3.050 0.695 3.084 0.000
H -0.981 1.272 1.991 0.002
H -1.369 1.795 -0.242 -0.001
H -0.899 4.188 -0.438 0.000
H 0.622 6.033 -0.363 0.000
H 2.065 5.814 0.633 0.000
H 2.167 5.635 -1.117 0.000
H 3.245 3.418 0.067 0.001
H -2.759 -3.238 1.554 0.000
Cl 2.317 -2.761 -3.084 0.013
C 0.055 -0.117 -2.692 0.022
C -0.973 -0.957 -2.589 0.542
C -2.265 -0.714 -2.967 0.168
Cl -3.552 -1.853 -2.746 0.002
C -2.507 0.541 -3.542 0.038
Cl -4.109 0.961 -4.062 0.014
C -1.458 1.450 -3.693 -0.005
Cl -1.768 3.001 -4.402 0.000
C -0.169 1.119 -3.263 0.112
Cl 1.130 2.261 -3.426 -0.002
```

Output
Expectation value of S²: 2.01
M: 823.5 g/mol
Charge: -2
Energy relative to the best compared isomer or geometry (same formula, charge and spin): 0.000 eV
Multiplicity: 3
DFT total energy: -151085.39657 eV

***

Density functional theory data (ωB97M-V with the def2-TZVPD basis set) for a molecular structure, C26H12F6N9O4RhS3Se.

XYZ file:
```
62
Properties=species:S:1:pos:R:3:mulliken_spin:R:1
Rh -0.420 -0.068 -0.409 2.936
F -5.751 1.901 -1.640 0.002
C -4.709 1.808 -0.857 0.010
F -5.080 1.792 0.414 0.000
F -3.876 2.831 -1.074 0.001
S -3.729 0.248 -1.154 -0.003
O -2.497 0.574 -0.397 0.127
O -4.451 -0.869 -0.667 0.012
N -3.490 0.266 -2.699 0.012
S -2.098 0.194 -3.401 0.014
O -2.153 -0.336 -4.706 0.016
O -1.059 -0.382 -2.523 0.109
C -1.574 1.981 -3.541 -0.005
F -0.570 2.122 -4.386 -0.001
F -2.586 2.731 -3.906 0.000
F -1.147 2.380 -2.310 -0.002
Se -0.999 0.212 7.409 0.001
N -1.186 -1.087 6.244 0.000
C -0.992 -0.582 5.052 0.000
C -1.115 -1.332 3.822 0.006
C -1.565 -2.657 3.781 0.005
C -1.787 -3.248 2.558 0.005
C -1.492 -2.534 1.402 0.008
N -0.988 -1.307 1.430 0.166
C -0.849 -0.678 2.614 0.019
C -0.555 0.742 2.581 -0.015
N -0.438 1.316 1.370 0.158
C -0.410 2.639 1.272 -0.013
C -0.393 3.468 2.388 0.003
C -0.420 2.896 3.641 0.004
C -0.531 1.506 3.753 0.007
C -0.702 0.828 5.019 0.000
N -0.669 1.424 6.184 0.000
H -1.768 -3.171 4.711 0.000
H -2.192 -4.247 2.482 0.001
H -1.700 -2.965 0.435 0.009
H -0.430 3.060 0.277 0.009
H -0.365 4.541 2.260 0.001
H -0.400 3.494 4.543 0.000
S 6.608 -1.716 -3.093 0.002
N 5.399 -2.691 -2.696 0.000
C 4.405 -1.930 -2.282 0.000
C 3.103 -2.383 -1.868 0.003
C 2.691 -3.717 -1.943 0.006
C 1.393 -4.030 -1.610 0.003
C 0.549 -3.017 -1.167 0.017
N 0.944 -1.757 -1.044 0.152
C 2.189 -1.417 -1.428 0.006
C 2.508 -0.004 -1.460 -0.009
N 1.541 0.859 -1.087 0.172
C 1.744 2.162 -1.239 0.008
C 2.932 2.688 -1.734 0.007
C 3.949 1.828 -2.079 0.006
C 3.742 0.451 -1.945 0.004
C 4.715 -0.538 -2.327 0.001
N 5.933 -0.298 -2.773 0.000
H 3.392 -4.466 -2.289 0.000
H 1.012 -5.038 -1.692 0.001
H -0.477 -3.242 -0.928 0.010
H 0.939 2.826 -0.975 0.004
H 3.032 3.758 -1.842 0.001
H 4.894 2.181 -2.470 0.000
```

Output
Expectation value of S²: 6.01
M: 906.5 g/mol
Charge: +2
Energy relative to the best compared isomer or geometry (same formula, charge and spin): 0.000 eV
Multiplicity: 5
DFT total energy: -165906.39254 eV